A single C6H13NS molecule in a non-equilibrium geometry, computed with the ωB97M-V functional and the def2-TZVPD basis.

Structure (XYZ):
```
21
Properties=species:S:1:pos:R:3:mulliken_charge:R:1
C -1.94 -1.26 -0.35 -0.956
N -1.10 -0.02 -0.49 -0.198
C -1.87 1.26 -0.46 -1.005
C -0.02 -0.03 0.47 0.516
C 1.06 1.04 0.37 -1.084
C 2.08 -0.11 0.45 0.171
S 3.61 -0.10 -0.58 -0.266
C 1.01 -1.13 0.12 -1.349
H -2.77 -1.42 -1.05 0.342
H -2.47 -1.33 0.63 0.355
H -1.33 -2.19 -0.35 0.268
H -2.30 1.44 0.53 0.357
H -2.70 1.19 -1.15 0.330
H -1.24 2.10 -0.74 0.313
H -0.37 -0.22 1.49 0.319
H 1.11 1.45 -0.63 0.424
H 1.01 1.81 1.15 0.252
H 2.41 -0.28 1.45 0.372
H 3.86 1.19 -0.49 0.111
H 0.91 -1.28 -0.97 0.396
H 1.05 -2.11 0.60 0.333
```

For the total energy, the calculation gives -18756.7551 eV. The HOMO energy comes out at -8.5 eV. Its SMILES is CN(C)[C@H]1C[C@@H](S)C1. The value obtained for the energy above the lowest of the compared OMol25 structures with the same formula, charge and spin is 35.1 kcal per mole. Its spin multiplicity is 1.